Record 1
Molecular formula: C2H4N2O3S
Method: DFT, ωB97M-V/def2-TZVPD

2S+1: 1
energy relative to the best compared isomer or geometry (same formula, charge and spin): 4.7779 eV

Element x y z (Å)
S  0.30305  2.38322  -1.12823
O  1.72746  0.49927  -0.46173
O  -0.41908  0.87358  -1.08427
O  -0.80494  3.29769  -1.34352
N  0.58859  2.25641  0.60255
N  0.92774  0.97982  0.69341
C  0.43474  0.15599  -0.33643
C  0.07887  -1.30977  0.08332
H  0.88170  -1.78303  -0.43637
H  -0.85772  -1.69571  -0.19086
H  1.29463  2.79903  1.00241
H  0.33738  -1.35884  1.21454

***

Record 2
Molecular formula: C2H4N2O4
Method: DFT, ωB97M-V/def2-TZVPD

2S+1: 1
energy relative to the best compared isomer or geometry (same formula, charge and spin): 4.0036 eV
structure (SMILES): O=CO/C(=N/O)NO

Element x y z (Å)
O  -0.76361  -0.87984  -0.95171
O  -0.54985  1.86935  -0.50592
O  -2.10089  -0.24565  0.86609
O  2.42534  -0.21236  0.37956
N  1.47882  -1.03221  -0.27182
N  0.53915  1.12503  -0.22556
C  -1.80867  -0.90146  -0.10193
C  0.42294  -0.29529  -0.46287
H  0.96672  1.36255  0.76242
H  -2.43781  -1.73099  -0.40908
H  -1.28774  1.85644  0.34334
H  3.11559  -0.91558  0.57747

***

Record 3
Molecular formula: C2H4N2O5PS3
Method: DFT, ωB97M-V/def2-TZVPD

2S+1: 1
E: -2100.3210 Eh
net charge: -1

Element x y z (Å)
S  0.45264  1.64866  0.51880
S  -4.67302  -0.52691  0.68584
S  -1.25056  0.17550  -1.10422
P  2.24453  0.42252  0.29010
O  2.36856  0.28318  -1.33670
O  -0.13687  1.24811  1.77590
O  -2.35282  0.43996  -1.97256
O  -0.37248  -0.88986  -1.50996
O  0.96706  2.99162  0.46549
N  -0.51765  1.51190  -0.76786
N  -1.93099  -0.44286  0.37850
C  -3.12776  -0.44087  0.51683
C  1.61610  -1.20006  0.83853
H  1.87888  -0.49731  -1.63933
H  1.21875  -1.06152  1.84403
H  0.80746  -1.55146  0.19466
H  2.42946  -1.92615  0.81839